No. 1
The following is a DFT calculation (ωB97M-V with the def2-TZVPD basis set) of one molecule with the formula C3H7N3O.

## Properties
- maximum force (eV/A) = 0.7
- HOMO-LUMO gap (eV) = 9.93
- DFT total energy (eV) = -9742.4268
- LUMO energy (eV) = 0.908
- SMILES = C/N=C(/N)C(N)=O
- energy above the lowest of the compared OMol25 structures with the same formula, charge and spin (eV) = 0.607

Each line ends with the natural charge from an NBO analysis.
CARTESIAN COORDINATES (ANGSTROEM)
C: 1.5546 1.1227 -0.4475  -0.43
N: 1.3002 -0.2905 -0.3672  -0.47
C: 0.1957 -0.8084 -0.0010  0.34
N: 0.0950 -2.1733 0.1327  -0.80
C: -1.1946 -0.2195 0.3798  0.61
N: -1.5865 1.0362 0.0466  -0.81
O: -1.9599 -0.9339 1.0110  -0.61
H: 2.3621 1.3697 0.2533  0.21
H: 0.7107 1.7846 -0.2126  0.15
H: 1.9343 1.3744 -1.4450  0.20
H: -0.6852 -2.4710 0.7013  0.41
H: 0.9627 -2.6612 0.2950  0.39
H: -1.1326 1.6443 -0.6100  0.40
H: -2.5565 1.2258 0.2635  0.41



No. 2
The following is a DFT calculation (ωB97M-V with the def2-TZVPD basis set) of one molecule with the formula C3H7N3O in a non-equilibrium geometry.

## Properties
- maximum force (eV/A) = 8.6
- HOMO-LUMO gap (eV) = 9.13
- DFT total energy (eV) = -9739.7032
- LUMO energy (eV) = 0.879
- SMILES = [H]/N=C(N)/C=C(\N)O
- energy above the lowest of the compared OMol25 structures with the same formula, charge and spin (eV) = 3.330

Each line ends with the natural charge from an NBO analysis.
CARTESIAN COORDINATES (ANGSTROEM)
H: -2.0280 1.7553 0.1319  0.35
N: -1.0969 1.3416 0.1435  -0.83
C: -1.0497 0.0695 0.0382  0.47
N: -2.1519 -0.7347 -0.0705  -0.83
C: 0.3937 -0.8141 -0.0284  -0.41
C: 1.3513 0.0597 0.1148  0.54
N: 1.5178 1.3633 -0.0041  -0.84
O: 2.5437 -0.9763 -0.2491  -0.78
H: -2.0540 -1.7338 -0.1158  0.39
H: -3.0754 -0.3270 -0.0400  0.39
H: 0.2291 -1.8488 0.2016  0.22
H: 0.6012 1.8470 0.0921  0.46
H: 2.2575 1.7056 -0.5964  0.41
H: 2.5616 -1.7072 0.3821  0.47



No. 3
The following is a DFT calculation (ωB97M-V with the def2-TZVPD basis set) of one molecule with the formula C3H7N3O in a non-equilibrium geometry.

## Properties
- maximum force (eV/A) = 4.3
- HOMO-LUMO gap (eV) = 8.83
- DFT total energy (eV) = -9737.8179
- LUMO energy (eV) = 0.485
- SMILES = C=NN(C)/C=N\O
- energy above the lowest of the compared OMol25 structures with the same formula, charge and spin (eV) = 5.215

Each line ends with the natural charge from an NBO analysis.
CARTESIAN COORDINATES (ANGSTROEM)
C: 0.7352 -1.6627 -0.7930  -0.18
N: 0.3862 -1.0154 0.3227  -0.24
N: -0.3283 0.1341 0.1807  -0.25
C: -0.7405 0.7016 -1.2400  -0.45
C: -0.2647 1.1012 1.1685  0.14
N: 0.3166 1.0793 2.2874  -0.12
O: 0.8500 -0.2181 2.6071  -0.61
H: 0.1744 -1.2836 -1.7355  0.19
H: 1.2944 -2.5903 -0.6257  0.22
H: 0.0407 0.5602 -2.0309  0.21
H: -0.8920 1.7702 -1.1608  0.23
H: -1.6609 0.2152 -1.5464  0.22
H: -0.6564 2.0180 0.8609  0.18
H: 0.7454 -0.8097 1.7049  0.46



No. 4
The following is a DFT calculation (ωB97M-V with the def2-TZVPD basis set) of a 3-piece molecular cluster, C3H7N3O overall in a non-equilibrium geometry.

## Properties
- maximum force (eV/A) = 2.4
- HOMO-LUMO gap (spin up / spin down) (eV) = 8.79 / 8.11
- DFT total energy (eV) = -9736.6950
- LUMO energy (spin up / spin down) (eV) = 0.361 / 0.578
- energy above the lowest of the compared OMol25 structures with the same formula, charge and spin (eV) = 6.338

Each line ends with the natural charge from an NBO analysis.
CARTESIAN COORDINATES (ANGSTROEM)
C: 2.2113 -0.6899 0.4304  -0.47
N: 1.5030 -0.0424 -0.6518  -0.55
C: -0.6771 0.3553 -0.2567  0.49
N: -1.1391 -0.6538 -0.9771  -0.87
C: -2.5319 1.1805 0.6163  0.38
N: -0.0648 1.1953 0.3242  -0.38
O: -3.4747 0.5114 0.3519  -0.52
H: 2.0041 0.8053 -0.9193  0.33
H: -2.1212 -0.8832 -0.9033  0.43
H: -0.4259 -1.2353 -1.3944  0.44
H: -2.5482 2.1126 1.2242  0.14
H: 3.2009 -1.0348 0.0856  0.20
H: 1.6662 -1.5751 0.7692  0.18
H: 2.3974 -0.0461 1.3007  0.20



No. 5
The following is a DFT calculation (ωB97M-V with the def2-TZVPD basis set) of one molecule with the formula C3H7N3O.

## Properties
- maximum force (eV/A) = 0.4
- HOMO-LUMO gap (eV) = 10.70
- DFT total energy (eV) = -9742.5795
- LUMO energy (eV) = 0.845
- SMILES = [H]/N=C/NC(=O)NC
- energy above the lowest of the compared OMol25 structures with the same formula, charge and spin (eV) = 0.454

Each line ends with the natural charge from an NBO analysis.
CARTESIAN COORDINATES (ANGSTROEM)
H: 1.2254 -0.1771 3.4841  0.35
N: 0.5621 -0.5693 2.8215  -0.68
C: 0.0715 0.3524 2.1026  0.28
N: -0.8557 0.0162 1.1097  -0.65
C: -0.5264 0.5331 -0.1603  0.79
O: -0.2308 1.6998 -0.3235  -0.63
N: -0.5009 -0.4235 -1.1379  -0.62
C: 0.2374 -0.1720 -2.3600  -0.42
H: 0.3080 1.4189 2.1418  0.19
H: -1.0518 -0.9784 1.1434  0.38
H: -0.5507 -1.3834 -0.8345  0.39
H: 0.7944 0.7585 -2.2339  0.23
H: -0.4224 -0.0810 -3.2255  0.20
H: 0.9398 -0.9942 -2.5275  0.20



No. 6
The following is a DFT calculation (ωB97M-V with the def2-TZVPD basis set) of a 2-piece molecular cluster, C3H7N3O overall in a non-equilibrium geometry.

## Properties
- maximum force (eV/A) = 6.0
- HOMO-LUMO gap (spin up / spin down) (eV) = 7.72 / 7.64
- DFT total energy (eV) = -9714.8959
- LUMO energy (spin up / spin down) (eV) = -11.558 / -11.439
- net charge = +2
- energy above the lowest of the compared OMol25 structures with the same formula, charge and spin (eV) = 9.269

Each line ends with the natural charge from an NBO analysis.
CARTESIAN COORDINATES (ANGSTROEM)
C: 2.3158 0.1879 -0.0405  0.67
C: 3.6076 0.5087 0.1967  -0.81
C: -3.6140 0.0625 -0.0014  -0.63
N: 1.2717 -0.3604 -0.2097  -0.11
N: 0.3427 -0.9732 -0.7146  -0.18
N: -2.4088 0.4038 0.3726  0.49
O: -1.2687 0.1939 0.1892  0.00
H: 3.6016 0.5364 1.2599  0.33
H: 4.0296 1.5127 -0.1237  0.35
H: 4.3538 -0.3149 -0.1068  0.37
H: -3.7559 -0.4525 -1.0153  0.34
H: -4.0723 1.0542 -0.0629  0.35
H: -4.3952 -0.5402 0.5015  0.42
H: -0.0078 -1.8189 -0.2450  0.40



No. 7
The following is a DFT calculation (ωB97M-V with the def2-TZVPD basis set) of a 2-piece molecular cluster, C3H7N3O2 overall in a non-equilibrium geometry.

## Properties
- maximum force (eV/A) = 5.5
- HOMO-LUMO gap (eV) = 9.14
- DFT total energy (eV) = -11789.4574
- LUMO energy (eV) = 0.057
- SMILES = [H]/N=C(/N)NC.O=C=O
- energy above the lowest of the compared OMol25 structures with the same formula, charge and spin (eV) = 1.856

Each line ends with the natural charge from an NBO analysis.
CARTESIAN COORDINATES (ANGSTROEM)
H: 1.7020 2.0415 -0.3541  0.34
N: 2.0080 1.0902 -0.5392  -0.73
C: 1.0470 0.2682 -0.3837  0.59
N: 1.1444 -1.0316 -0.7591  -0.83
N: -0.3645 0.7147 -0.1585  -0.68
C: -1.5943 0.1311 -0.6570  -0.41
H: 2.1208 -1.2739 -0.8667  0.40
H: 0.6634 -1.6602 -0.1077  0.39
H: -0.4514 1.6700 0.1636  0.39
H: -2.0211 0.7554 -1.4453  0.19
H: -2.3228 0.1391 0.1591  0.19
H: -1.4362 -0.8850 -1.0237  0.22
O: 0.4910 0.2453 2.3971  -0.53
C: -0.3072 -0.5435 1.9028  1.01
O: -0.6790 -1.6613 1.6724  -0.55



No. 8
The following is a DFT calculation (ωB97M-V with the def2-TZVPD basis set) of one molecule with the formula C3H7N3O2 in a non-equilibrium geometry.

## Properties
- maximum force (eV/A) = 7.7
- HOMO-LUMO gap (eV) = 9.48
- DFT total energy (eV) = -11782.1402
- LUMO energy (eV) = 0.572
- SMILES = C/C(=N\N)O/C=N\O
- energy above the lowest of the compared OMol25 structures with the same formula, charge and spin (eV) = 9.173

Each line ends with the natural charge from an NBO analysis.
CARTESIAN COORDINATES (ANGSTROEM)
C: 1.4289 -1.2505 0.2658  -0.71
C: 0.3790 -0.2459 -0.0599  0.54
N: 0.1891 0.9770 -0.3362  -0.36
N: 1.4877 1.6029 -0.2044  -0.70
O: -0.5679 -1.1482 -0.0879  -0.50
C: -1.9872 -0.8629 -0.2852  0.24
N: -2.8988 0.1175 -0.2025  -0.11
O: -2.6026 1.2437 0.4492  -0.56
H: 0.9540 -2.2712 -0.3947  0.28
H: 1.7313 -1.5199 1.3913  0.26
H: 2.2465 -0.6636 -0.2485  0.23
H: 1.9247 1.4670 0.6073  0.34
H: 1.7756 2.7986 -0.4667  0.39
H: -2.5129 -1.7657 -0.5599  0.18
H: -1.5474 1.5211 0.1325  0.47



Q: Among the records above, which one has the lowest energy above the lowest of the compared OMol25 structures with the same formula, charge and spin?
A: number 5